No. 1
Computed, not measured: a molecular structure, C22H40CrGeN6O8S at a distorted geometry, with ωB97M-V with the def2-TZVPD basis set.

Calculated values
Expectation value of S²: 6.056
Energy above the lowest of the compared OMol25 structures with the same formula, charge and spin in eV: 0.0000
Highest occupied orbital energy (spin up / spin down) in Eh: -0.0022 / -0.0921
Lowest unoccupied orbital energy (spin up / spin down) in eV: 4.27 / 4.27
Kohn-Sham gap (spin up / spin down) in hartree: 0.159 / 0.249

The geometry in ORCA input format:
```
! wB97M-V def2-TZVPD RIJCOSX def2/J DEFGRID3
* xyz -2 5
Cr -0.115 0.929 0.748
N 1.634 2.242 0.923
C 1.717 3.698 0.702
C 0.333 4.321 0.700
C -0.417 4.102 2.024
C -1.838 3.627 1.767
N -1.835 2.215 1.309
H 1.877 1.999 1.880
H 2.309 1.746 0.320
H 2.204 3.869 -0.258
H 2.336 4.172 1.468
H -0.225 3.851 -0.114
H 0.403 5.389 0.471
H -0.426 5.015 2.628
H 0.071 3.324 2.618
H -2.294 4.243 0.994
H -2.448 3.730 2.664
H -2.501 2.053 0.565
H -2.117 1.608 2.071
O -0.311 0.136 4.825
C -0.570 0.082 3.626
O 0.062 0.806 2.743
C -1.694 -0.823 3.162
C -2.406 -1.455 4.181
C -3.442 -2.304 3.886
C -3.787 -2.604 2.558
C -3.078 -2.018 1.503
C -2.033 -1.054 1.796
O -1.488 -0.386 0.826
N -3.466 -2.378 0.205
O -4.535 -3.086 0.094
O -2.794 -2.025 -0.840
N -4.180 -2.905 4.975
O -3.896 -2.626 6.127
O -5.072 -3.683 4.709
H -2.130 -1.253 5.204
H -4.587 -3.283 2.329
C 4.087 -2.301 -4.515
C 4.337 -1.897 -3.068
N 3.066 -1.606 -2.414
C 3.175 -1.151 -1.019
S 3.993 0.491 -0.860
N 3.960 -2.135 -0.261
C 3.386 -3.448 0.052
C 4.483 -4.382 0.541
H 4.993 -2.712 -4.970
H 3.767 -1.442 -5.115
H 3.297 -3.057 -4.564
H 5.010 -1.034 -3.024
H 4.822 -2.706 -2.527
H 2.616 -0.852 -2.918
H 4.310 -1.659 0.557
H 2.943 -3.849 -0.862
H 2.591 -3.410 0.807
H 5.260 -4.482 -0.222
H 4.079 -5.373 0.769
H 4.950 -3.987 1.449
C -1.715 1.431 -4.138
Ge -1.942 1.824 -2.220
C -3.547 0.890 -1.614
C -2.364 3.755 -2.183
C -0.297 1.377 -1.304
H -2.604 1.706 -4.718
H -1.531 0.359 -4.269
H -0.852 1.977 -4.532
H -4.286 0.851 -2.423
H -4.016 1.388 -0.755
H -3.290 -0.135 -1.310
H -3.271 3.930 -2.773
H -1.547 4.340 -2.620
H -2.543 4.130 -1.170
H 0.435 2.147 -1.584
H 0.028 0.475 -1.840
C 0.669 -2.144 -0.859
C 1.693 -1.127 -0.478
O 1.398 -0.244 0.307
H 0.539 -2.818 -0.007
H 0.973 -2.711 -1.731
H -0.312 -1.685 -1.004
*
```

No. 2
Computed, not measured: a molecular structure, C22H40HfN3S5Sb at a distorted geometry, with ωB97M-V with the def2-TZVPD basis set.

Calculated values
Energy above the lowest of the compared OMol25 structures with the same formula, charge and spin in eV: 0.5345
Highest occupied orbital energy in Eh: -0.4766
Lowest unoccupied orbital energy in eV: -5.97
Kohn-Sham gap in hartree: 0.257

The geometry in ORCA input format:
```
! wB97M-V def2-TZVPD RIJCOSX def2/J DEFGRID3
* xyz 2 1
Hf 0.020 -0.848 0.227
C 2.921 -2.552 0.425
C 3.326 -1.532 1.496
N 2.275 -0.503 1.688
C 2.049 -0.233 3.121
C 1.293 -1.358 3.822
S -0.260 -1.765 2.930
C -0.082 -3.510 2.387
C 1.254 -3.822 1.730
N 1.506 -2.920 0.589
H 3.038 -2.108 -0.565
H 3.594 -3.418 0.479
H 3.497 -2.045 2.442
H 4.273 -1.076 1.199
H 2.634 0.360 1.281
H 2.999 -0.078 3.649
H 1.472 0.694 3.210
H 1.883 -2.261 3.940
H 1.004 -1.018 4.815
H -0.252 -4.156 3.248
H -0.908 -3.640 1.679
H 2.059 -3.725 2.458
H 1.237 -4.869 1.410
H 1.211 -3.424 -0.251
C -3.052 -2.919 -2.821
C -2.470 -2.273 -1.596
S -0.734 -2.586 -1.423
C -3.165 -1.570 -0.692
C -4.628 -1.278 -0.790
S -2.406 -0.922 0.769
H -2.253 -3.188 -3.510
H -3.758 -2.267 -3.330
H -3.575 -3.836 -2.549
H -5.101 -1.852 -1.580
H -4.783 -0.215 -0.971
H -5.110 -1.522 0.153
C -1.638 1.353 3.595
Sb -0.804 1.770 1.652
C -2.601 2.777 1.036
C 0.248 3.552 2.286
H -2.389 2.118 3.783
H -0.879 1.414 4.368
H -2.112 0.377 3.618
H -2.797 3.548 1.779
H -3.415 2.057 1.032
H -2.504 3.233 0.057
H -0.339 4.046 3.047
H 0.363 4.227 1.448
H 1.228 3.335 2.695
C -0.936 2.792 -2.351
S -1.342 1.071 -1.920
C -2.188 0.610 -3.463
H -0.249 2.801 -3.193
H -0.478 3.255 -1.482
H -1.853 3.310 -2.613
H -3.193 1.021 -3.445
H -2.225 -0.473 -3.516
H -1.628 1.008 -4.304
S 2.042 -0.143 -4.060
C 1.666 -0.909 -2.587
N 1.636 -0.165 -1.504
C 1.980 1.139 -1.820
C 2.098 2.214 -0.936
C 2.430 3.456 -1.437
C 2.649 3.657 -2.803
C 2.538 2.611 -3.695
C 2.228 1.353 -3.193
H 1.443 -1.963 -2.579
H 1.916 2.088 0.127
H 2.517 4.294 -0.764
H 2.894 4.641 -3.170
H 2.687 2.759 -4.753
*
```

No. 3
Computed, not measured: a gas-phase ion, C22H40NO (charge +1) at a distorted geometry, with ωB97M-V with the def2-TZVPD basis set.

Calculated values
Energy above the lowest of the compared OMol25 structures with the same formula, charge and spin in eV: 0.2470
Highest occupied orbital energy in Eh: -0.4255
Lowest unoccupied orbital energy in eV: -2.33
Kohn-Sham gap in hartree: 0.340

The geometry in ORCA input format:
```
! wB97M-V def2-TZVPD RIJCOSX def2/J DEFGRID3
* xyz 1 1
C 8.775 0.136 4.286
C 7.316 -0.283 4.144
C 7.191 -1.662 3.500
C 5.761 -2.203 3.483
C 4.756 -1.369 2.686
C 5.068 -1.319 1.192
C 4.076 -0.472 0.393
C 2.678 -1.082 0.321
C 1.754 -0.261 -0.577
C 0.346 -0.853 -0.630
H -0.068 -0.885 0.379
H 0.403 -1.879 -0.999
C -0.574 -0.031 -1.539
C -1.963 -0.663 -1.566
H -2.326 -0.769 -0.541
H -1.876 -1.664 -1.995
N -3.018 0.064 -2.345
C -2.537 0.356 -3.708
H -1.790 1.147 -3.688
H -3.369 0.664 -4.337
H -2.094 -0.540 -4.138
C -4.195 -0.826 -2.447
H -4.526 -1.128 -1.455
H -5.010 -0.304 -2.945
H -3.939 -1.716 -3.018
C -3.390 1.312 -1.616
H -3.894 1.011 -0.696
H -2.474 1.844 -1.359
C -4.291 2.299 -2.383
O -5.532 1.769 -2.752
C -6.590 1.782 -1.853
C -7.794 1.305 -2.363
C -8.916 1.262 -1.561
C -8.849 1.690 -0.244
C -7.652 2.161 0.259
C -6.515 2.206 -0.535
H -5.600 2.588 -0.107
H -7.589 2.501 1.282
H -9.725 1.660 0.383
H -9.847 0.896 -1.966
H -7.830 0.986 -3.393
H -3.816 2.620 -3.313
H -4.409 3.188 -1.753
H -0.606 0.990 -1.156
H -0.137 -0.008 -2.537
H 1.704 0.762 -0.199
H 2.171 -0.223 -1.585
H 2.246 -1.135 1.321
H 2.749 -2.100 -0.068
H 4.458 -0.353 -0.624
H 4.013 0.524 0.840
H 6.062 -0.894 1.050
H 5.081 -2.335 0.791
H 4.725 -0.353 3.083
H 3.767 -1.809 2.834
H 5.405 -2.275 4.514
H 5.777 -3.216 3.071
H 7.809 -2.366 4.063
H 7.590 -1.626 2.485
H 6.793 0.459 3.538
H 6.847 -0.302 5.130
H 9.316 -0.569 4.913
H 8.848 1.122 4.739
H 9.260 0.169 3.313
*
```

No. 4
Computed, not measured: a molecular structure, C22H41BN6O3PdSSi at a distorted geometry, with ωB97M-V with the def2-TZVPD basis set.

Calculated values
Expectation value of S²: 2.006
Energy above the lowest of the compared OMol25 structures with the same formula, charge and spin in eV: 0.0114
Highest occupied orbital energy (spin up / spin down) in Eh: -0.3038 / -0.3018
Lowest unoccupied orbital energy (spin up / spin down) in eV: 0.63 / -1.14
Kohn-Sham gap (spin up / spin down) in hartree: 0.327 / 0.260

The geometry in ORCA input format:
```
! wB97M-V def2-TZVPD RIJCOSX def2/J DEFGRID3
* xyz 0 3
H -1.941 -1.311 1.875
N -2.981 -1.377 0.059
B -4.646 -1.719 -1.835
N -4.245 -1.775 -0.331
C -4.909 -2.252 0.743
Pd -1.367 -1.042 -1.345
H -5.897 -2.670 0.628
C -4.076 -2.102 1.850
H -4.289 -2.383 2.858
C -2.876 -1.544 1.379
H -5.809 -1.947 -2.006
C 1.711 -0.360 -3.035
H 2.731 -0.146 -2.721
H 1.223 0.558 -3.350
H 1.781 -1.065 -3.865
N -3.711 -2.741 -2.536
N -4.257 -0.316 -2.381
N -2.334 -2.597 -2.443
N -2.969 0.173 -2.210
C -3.996 -3.789 -3.325
C -4.975 0.568 -3.104
H -5.030 -4.049 -3.503
H -5.987 0.334 -3.406
C -2.794 -4.329 -3.773
C -4.170 1.670 -3.346
C -1.767 -3.552 -3.198
C -2.915 1.389 -2.778
H -2.679 -5.176 -4.417
H -4.449 2.566 -3.874
H -0.693 -3.618 -3.278
H -2.008 1.991 -2.767
H 1.115 -0.797 -2.209
C 5.062 0.852 -0.942
C 4.340 -0.046 0.061
C 4.420 -1.490 -0.403
C 4.982 0.133 1.430
O 2.958 0.366 0.091
Si 1.402 0.363 0.643
S 0.367 -1.385 0.269
O 1.463 0.781 2.236
C 1.673 0.338 3.594
C 2.020 -1.141 3.636
C 2.792 1.161 4.230
C 0.399 0.592 4.395
O 0.867 1.686 -0.214
C 0.002 2.770 0.199
C -1.400 2.230 0.422
C 0.541 3.429 1.471
C 0.027 3.797 -0.935
H 6.119 0.565 -0.996
H 5.017 1.906 -0.644
H 4.645 0.758 -1.951
H 5.473 -1.780 -0.443
H 3.913 -2.162 0.293
H 4.000 -1.615 -1.405
H 4.900 1.171 1.779
H 4.553 -0.555 2.165
H 6.051 -0.106 1.367
H 2.978 -1.346 3.143
H 2.135 -1.437 4.688
H 1.223 -1.748 3.193
H 2.577 2.237 4.195
H 2.892 0.876 5.289
H 3.761 0.973 3.754
H 0.134 1.657 4.419
H -0.443 0.011 4.001
H 0.561 0.273 5.435
H -1.444 1.659 1.353
H -2.126 3.050 0.497
H -1.704 1.574 -0.404
H 1.597 3.712 1.353
H -0.034 4.337 1.712
H 0.434 2.748 2.322
H 1.037 4.206 -1.080
H -0.310 3.372 -1.888
H -0.641 4.634 -0.682
*
```

No. 5
Computed, not measured: a molecular structure, C22H41BN7PZn at a distorted geometry, with ωB97M-V with the def2-TZVPD basis set.

Calculated values
Highest occupied orbital energy in Eh: -0.2779
Lowest unoccupied orbital energy in eV: 0.69
Kohn-Sham gap in hartree: 0.303

The geometry in ORCA input format:
```
! wB97M-V def2-TZVPD RIJCOSX def2/J DEFGRID3
* xyz 0 1
H -0.752 -1.325 -3.597
N -0.456 0.457 -2.452
B 0.241 2.841 -1.765
N -0.054 1.728 -2.814
C 0.088 1.798 -4.156
Zn -0.772 -0.140 -0.454
H 0.396 2.721 -4.632
C -0.204 0.551 -4.695
H -0.170 0.273 -5.734
C -0.521 -0.268 -3.593
H 0.387 3.906 -2.284
C 1.290 0.093 2.972
H 1.102 0.046 4.051
H 0.361 0.301 2.417
H 1.991 0.908 2.775
N 1.561 2.465 -1.032
N -0.919 2.905 -0.724
N 1.655 1.217 -0.460
N -1.362 1.780 -0.063
C 2.700 3.163 -0.832
C -1.609 3.978 -0.289
H 2.810 4.164 -1.209
H -1.401 4.954 -0.701
C 3.580 2.358 -0.107
C -2.509 3.565 0.688
C 2.875 1.151 0.102
C -2.303 2.179 0.824
H 4.570 2.601 0.230
H -3.207 4.180 1.228
H 3.221 0.277 0.645
H -2.762 1.487 1.518
H 1.698 -0.863 2.638
C -0.371 -3.367 3.104
C -1.829 -3.509 2.633
C -2.277 -4.969 2.890
C -2.678 -2.574 3.506
P -1.925 -2.977 0.809
N -1.087 -1.664 0.612
C -1.172 -4.347 -0.317
C -2.111 -5.555 -0.453
C -0.893 -3.749 -1.703
C 0.180 -4.827 0.235
C -3.734 -2.710 0.370
C -4.205 -1.375 0.968
C -3.914 -2.639 -1.153
C -4.657 -3.811 0.896
H -0.022 -2.332 3.022
H 0.321 -3.993 2.529
H -0.331 -3.670 4.165
H -2.247 -5.146 3.979
H -3.307 -5.168 2.567
H -1.607 -5.706 2.426
H -2.530 -1.531 3.207
H -3.746 -2.810 3.473
H -2.354 -2.693 4.550
H -3.037 -5.309 -0.987
H -1.582 -6.313 -1.051
H -2.346 -6.022 0.514
H -0.319 -2.820 -1.607
H -0.301 -4.486 -2.262
H -1.804 -3.547 -2.273
H 0.840 -3.976 0.448
H 0.085 -5.471 1.118
H 0.644 -5.436 -0.556
H -3.474 -0.570 0.830
H -5.136 -1.088 0.462
H -4.429 -1.452 2.035
H -3.839 -3.617 -1.639
H -4.933 -2.274 -1.348
H -3.218 -1.939 -1.631
H -4.331 -4.809 0.601
H -4.769 -3.779 1.981
H -5.659 -3.659 0.468
*
```

No. 6
Computed, not measured: 3 unconnected molecules or ions with the total composition C22H41BrClN2O9PS3 at a distorted geometry, with ωB97M-V with the def2-TZVPD basis set.

Calculated values
Highest occupied orbital energy in Eh: -0.3028
Lowest unoccupied orbital energy in eV: -1.26
Kohn-Sham gap in hartree: 0.257

The geometry in ORCA input format:
```
! wB97M-V def2-TZVPD RIJCOSX def2/J DEFGRID3
* xyz 0 1
C 4.360 5.314 1.884
C 4.794 3.754 1.464
O 6.282 3.791 1.302
C 4.275 2.645 2.557
C 2.914 1.836 2.014
Cl 2.009 1.349 3.604
O 2.087 2.886 1.406
S 0.829 2.316 0.441
O -0.514 2.802 1.107
O 0.905 3.129 -0.912
C 0.853 0.517 -0.029
C -0.614 -0.227 -0.083
C -1.421 -0.269 1.342
C -2.846 0.584 1.142
S -4.314 -0.455 1.665
C -5.618 0.666 2.406
S -6.298 0.144 3.913
N -6.158 1.948 1.814
C -5.675 2.849 0.698
C -6.763 4.098 0.504
N -7.858 3.871 1.528
C -7.437 2.618 2.264
C 1.919 -0.416 0.853
C 3.247 0.554 1.059
P 4.670 -0.573 1.623
O 4.598 -2.056 0.656
Br 4.435 -1.304 3.768
H 5.306 6.018 2.025
H 3.768 5.364 2.894
H 3.692 5.829 1.046
H 4.387 3.537 0.363
H 6.428 4.228 0.402
H 3.877 3.271 3.493
H 5.097 1.931 2.978
H 1.278 0.461 -1.144
H -0.386 -1.365 -0.364
H -1.225 0.202 -0.990
H -0.827 0.235 2.217
H -1.707 -1.402 1.578
H -2.744 1.588 1.777
H -3.030 0.893 0.017
H -4.703 2.699 0.065
H -6.707 4.999 -0.276
H -8.196 2.292 3.092
H 1.457 -0.813 1.852
H 2.132 -1.355 0.178
H 3.514 0.958 -0.018
H 5.389 -2.640 0.845
C 4.404 -1.003 -2.293
O 4.749 0.352 -2.562
C 5.956 0.461 -3.325
C 5.658 0.783 -4.792
O 5.029 -0.322 -5.446
C 3.631 -0.120 -5.620
H 3.397 -1.022 -1.866
H 4.407 -1.608 -3.202
H 5.101 -1.424 -1.562
H 6.559 -0.450 -3.237
H 6.530 1.287 -2.892
H 6.606 0.963 -5.311
H 5.050 1.692 -4.879
H 3.458 0.645 -6.382
H 3.147 0.174 -4.683
H 3.187 -1.059 -5.959
C -5.475 -6.797 0.800
O -6.449 -5.759 0.762
C -5.978 -4.554 1.375
C -5.578 -3.516 0.324
O -4.409 -3.925 -0.389
C -4.715 -4.416 -1.690
H -5.826 -7.620 0.170
H -4.508 -6.458 0.420
H -5.364 -7.164 1.824
H -5.146 -4.761 2.059
H -6.808 -4.155 1.967
H -5.329 -2.579 0.833
H -6.409 -3.313 -0.364
H -5.021 -3.589 -2.336
H -5.503 -5.174 -1.659
H -3.813 -4.870 -2.107
*
```